The following is a DFT calculation (ωB97M-V/def2-TZVPD) of C25H64NO5P4Si2 as an isolated structure at a distorted geometry.

Structure (XYZ):
```
101
C25H64NO5P4Si2, DFT ωB97M-V/def2-TZVPD
C 0.3121 -7.5080 -7.1024
C 0.5431 -5.9417 -6.6288
P -0.8694 -5.5730 -5.3389
C -0.0345 -5.9239 -3.6160
Si -1.5667 -3.4963 -5.4889
O -0.3179 -2.2728 -5.3222
Si 0.2668 -2.1272 -3.6722
C 1.5500 -0.6805 -3.5537
C 2.1100 -0.1455 -4.9983
C 3.7556 -0.3710 -5.1944
C 4.6118 1.0354 -5.0111
O 5.3600 1.2836 -6.2847
C 6.2838 2.3770 -5.9409
P -1.2887 -1.7194 -2.1667
N -2.7428 -1.3529 -2.7779
O -1.3221 -3.1362 -1.0995
O -0.7173 -0.3952 -1.1289
P -2.3502 -3.2667 -7.5751
C -0.9019 -2.3636 -8.5047
O -3.6994 -2.1669 -7.6186
H -0.6199 -7.6692 -7.7932
H 1.2650 -7.9295 -7.6739
H 0.1553 -8.2044 -6.1496
H 0.5376 -5.1666 -7.5069
H 1.5424 -5.8701 -6.0045
H -0.7058 -5.3151 -2.8387
H 1.0760 -5.5300 -3.6453
H -0.1027 -7.0870 -3.4436
H -2.6979 -3.2981 -4.5659
H 0.9912 -3.3493 -3.2930
H 1.0922 0.2692 -2.9981
H 2.4379 -1.0560 -2.8524
H 1.6178 -0.6367 -5.9392
H 1.8764 1.0170 -5.0739
H 3.9191 -0.6928 -6.3313
H 4.1252 -1.2361 -4.4762
H 3.8565 1.9237 -4.9113
H 5.3775 0.9398 -4.1233
H 6.6335 2.9025 -6.9263
H 5.7790 3.2093 -5.2669
H 7.2047 1.9515 -5.3364
H -3.4125 -2.0950 -2.4113
H -0.3329 -3.3554 -0.9643
H -1.1674 0.4629 -1.3866
H -0.7694 -2.7334 -9.6134
H 0.1418 -2.5093 -7.9441
H -1.1565 -1.2108 -8.4185
H -3.3618 -1.2169 -7.4510
C -4.4639 2.5754 6.6072
C -4.1574 2.1800 5.1701
C -3.3813 0.8655 5.0763
C -1.8950 0.9481 5.4261
P -0.7777 1.6442 4.2316
C -1.1359 0.8152 2.6575
C -1.1584 -0.7099 2.5616
C 0.1790 -1.4519 2.6091
C 1.2512 -0.9141 1.6743
C 0.8939 1.1908 4.6183
C 1.6172 1.6625 5.8657
C 2.0041 3.1320 5.9260
C 2.6468 3.6864 4.6670
C -1.0256 3.3490 3.7972
C -0.8484 4.5799 4.6815
C -1.3563 4.5115 6.1192
C -2.5986 5.3592 6.3483
H -3.5592 2.6623 7.2127
H -4.9806 3.5390 6.6245
H -5.1185 1.8405 7.0850
H -3.6204 2.9838 4.6690
H -5.1037 2.0619 4.6435
H -3.4963 0.4740 4.0605
H -3.8573 0.1290 5.7383
H -1.5557 -0.0850 5.5725
H -1.7573 1.4181 6.4029
H -0.4723 1.2322 1.8940
H -2.1374 1.1617 2.3706
H -1.6396 -0.9698 1.6094
H -1.8037 -1.1185 3.3467
H -0.0016 -2.5029 2.3525
H 0.5590 -1.4802 3.6318
H 0.9911 -1.1142 0.6310
H 2.2083 -1.4027 1.8854
H 1.4094 0.1609 1.7866
H 1.5224 1.3662 3.7412
H 0.8654 0.1072 4.7420
H 2.5427 1.0765 5.9506
H 1.0162 1.4142 6.7498
H 2.6833 3.2859 6.7698
H 1.1154 3.7028 6.1760
H 3.6437 3.2594 4.5217
H 2.7529 4.7747 4.7515
H 2.0572 3.4941 3.7680
H -2.0247 3.4173 3.3572
H -0.3543 3.5159 2.9419
H -1.3174 5.4290 4.1680
H 0.2098 4.8499 4.6981
H -0.5851 4.9056 6.7933
H -1.5332 3.4871 6.4304
H -2.3612 6.4225 6.2721
H -2.9939 5.1779 7.3555
H -3.3811 5.1306 5.6218
```

Properties
- spin multiplicity = 1
- HOMO-LUMO gap (eV) = 7.25
- calculated total energy (a.u.) = -3366.00466
- net charge = +1
- max |F| (hartree/bohr) = 0.0888

Atomic partial charges in e from the Mulliken method, atoms 1 to 99: -0.96 -0.34 0.07 -0.78 0.25 0.00 0.24 -0.64 -0.28 -0.57 -0.38 -0.33 -0.60 0.86 -0.79 -0.52 -0.53 0.14 -0.71 -0.48 0.28 0.30 0.26 0.27 0.25 0.11 0.23 0.38 -0.13 -0.21 0.21 0.34 -0.01 0.38 0.29 0.33 0.27 0.24 0.24 0.26 0.24 0.28 0.34 0.28 0.29 0.10 0.26 0.31 -1.40 0.21 -1.07 -1.21 1.18 -1.54 -0.69 -0.45 -0.83 -0.61 -1.13 0.35 -1.36 -0.94 -1.20 0.32 -1.79 0.25 0.39 0.41 -0.25 0.47 0.27 0.58 0.66 0.79 0.77 0.53 0.35 0.27 0.48 0.23 -0.07 0.42 0.16 0.53 0.12 0.45 0.37 0.49 -0.41 0.34 0.41 0.29 0.91 0.57 0.58 0.21 0.46 -0.10 0.46


The following is a DFT calculation (ωB97M-V/def2-TZVPD) of C6H14IMoN2O4S3 as an isolated structure.

Structure (XYZ):
```
31
C6H14IMoN2O4S3, DFT ωB97M-V/def2-TZVPD
Mo -0.7658 -1.0468 0.3636
C -4.0624 -0.6047 -2.3325
O -3.1492 -0.5583 -1.1994
C -1.9491 -1.0402 -1.2565
C -1.4757 -1.6201 -2.5527
H -3.6319 -0.0836 -3.1832
H -4.9522 -0.0945 -1.9837
H -4.2879 -1.6399 -2.5761
H -2.1274 -2.4450 -2.8509
H -0.4568 -1.9867 -2.4888
H -1.5267 -0.8489 -3.3265
C 2.8646 0.9821 2.6500
N 1.7981 0.6519 1.7157
C 1.4704 1.3933 0.6776
S 0.1680 0.9401 -0.4299
N 2.1415 2.5132 0.4426
C 1.9213 3.4739 -0.6378
H 2.8655 0.2312 3.4337
H 2.6904 1.9568 3.1093
H 3.8382 0.9696 2.1561
H 1.3012 -0.2200 1.8814
H 2.8976 2.7290 1.0756
H 1.0591 3.1801 -1.2251
H 2.7972 3.5047 -1.2825
H 1.7416 4.4590 -0.2137
I -2.3488 -0.1756 2.2242
O 0.4112 -1.8014 2.5089
S 0.1964 -3.0696 1.7749
O -1.2147 -3.1011 1.3083
O 0.7532 -4.2610 2.2902
S 1.0331 -2.3876 -0.0729
```

Properties
- spin multiplicity = 1
- HOMO-LUMO gap (eV) = 7.21
- calculated total energy (a.u.) = -2207.72218
- net charge = +1
- max |F| (hartree/bohr) = 0.0141

The net atomic charges from Mulliken, expressed in e, are: -0.54 -0.78 -0.24 1.47 -1.25 0.34 0.27 0.36 0.43 0.27 0.42 -1.13 0.15 1.02 -0.38 -0.25 -0.90 0.35 0.39 0.38 0.14 0.18 0.38 0.31 0.31 -0.10 -0.54 1.14 -0.47 -0.50 -0.25


The following is a DFT calculation (ωB97M-V/def2-TZVPD) of C6H11NO as an isolated structure at a distorted geometry.

Structure (XYZ):
```
19
C6H11NO, DFT ωB97M-V/def2-TZVPD
C -1.5734 -1.1916 -0.2407
N -0.1020 -1.1302 -0.3990
C 0.3996 -0.5213 1.6696
C 0.7088 0.8266 1.1858
C 1.3189 0.7393 -0.2427
C 0.2503 0.0876 -1.0106
C -0.2900 0.6268 -2.1907
O -1.3118 0.3194 -2.7877
H -2.0428 -1.0327 -1.2149
H -2.0073 -0.3830 0.3609
H -1.8878 -2.1753 0.1082
H 1.3209 -0.9669 2.0537
H -0.4532 -0.6601 2.3238
H 1.4224 1.3869 1.8212
H -0.1069 1.5536 1.2241
H 2.2928 0.2546 -0.2263
H 1.4749 1.7899 -0.5246
H 0.2370 -0.9433 0.7396
H 0.3496 1.4197 -2.6497
```

Properties
- spin multiplicity = 1
- HOMO-LUMO gap (eV) = 7.08
- calculated total energy (a.u.) = -365.03182
- net charge = 0
- max |F| (hartree/bohr) = 0.1238

The net atomic charges from Mulliken, expressed in e, are: -1.08 -0.41 -0.73 -0.72 -0.55 0.38 -0.21 -0.54 0.43 0.32 0.31 0.37 0.29 0.38 0.31 0.29 0.35 0.51 0.30